Model w:
The following is a DFT calculation (ωB97M-V/def2-TZVPD) of a molecular structure, C7H11N.

E_LUMO, eV: 1.016
Frontier orbital gap, eV: 8.600
HOMO, eV: -7.584
Spin multiplicity: 1

CARTESIAN COORDINATES (ANGSTROEM)
C  1.027  0.684  0.485
C  2.269  -0.284  0.107
C  -1.411  0.663  0.036
H  -2.031  -0.912  1.350
H  -0.207  2.614  0.113
H  -0.706  -0.419  2.321
C  -1.146  -0.636  -0.958
H  -2.298  0.959  -0.035
H  0.907  -0.556  -1.307
C  -0.079  1.562  -0.158
H  0.153  1.596  -1.365
H  -1.938  -1.414  -1.149
C  0.961  -0.772  -0.187
H  -0.448  -0.579  -1.931
H  2.882  -1.279  0.768
H  0.649  0.601  1.606
C  -1.069  -0.562  1.180
H  2.835  0.093  -0.928
N  -0.349  -1.359  0.052

=====

Model x:
The following is a DFT calculation (ωB97M-V/def2-TZVPD) of a single C7H11N molecule.

E_LUMO, eV: 0.442
Frontier orbital gap, eV: 9.588
HOMO, eV: -9.145
Spin multiplicity: 1

CARTESIAN COORDINATES (ANGSTROEM)
C  -1.469  1.379  -0.157
H  2.625  0.551  1.621
C  1.935  0.281  0.825
C  -1.063  -1.147  0.091
H  -2.185  1.080  -0.921
C  -0.531  0.232  0.175
H  0.401  1.605  1.530
C  0.463  -0.900  -2.074
H  2.076  -0.772  0.590
H  0.274  -0.039  2.153
H  2.182  0.865  -0.058
H  -1.816  -2.911  0.176
C  -0.177  -0.703  -0.943
H  0.390  -1.835  -2.611
H  1.089  -0.140  -2.518
H  -0.903  2.232  -0.528
H  -2.020  1.680  0.732
N  -1.771  -2.008  0.654
C  0.500  0.552  1.262

=====

Which of them is least stable? Easy: model w.

=====

Model w:
The following is a DFT calculation (ωB97M-V/def2-TZVPD) of a single C7H11N molecule.

E_LUMO, eV: 0.910
Frontier orbital gap, eV: 9.596
HOMO, eV: -8.686
Spin multiplicity: 1

CARTESIAN COORDINATES (ANGSTROEM)
H  0.084  2.360  1.965
H  -0.609  -2.186  2.354
C  0.273  1.236  0.197
H  -1.535  -1.102  -1.139
H  1.944  -0.210  0.620
H  0.872  1.552  -1.819
H  0.903  0.039  1.922
C  -0.105  -1.037  0.582
H  -1.726  -2.496  0.874
C  -0.492  -1.180  -0.898
H  -0.956  1.059  -1.445
C  0.061  0.972  -1.208
H  0.459  -0.411  -2.456
C  0.845  0.030  0.846
C  -0.846  -1.927  1.321
N  0.478  -0.349  -1.509
C  -0.048  2.403  0.878
H  -0.613  3.136  0.414
H  -0.301  -2.282  -1.028

=====

Model x:
The following is a DFT calculation (ωB97M-V/def2-TZVPD) of a molecular structure, C7H11N.

E_LUMO (alpha / beta), eV: 0.820 / 0.820
Frontier orbital gap (alpha / beta), eV: 6.856 / 6.859
HOMO (alpha / beta), eV: -6.036 / -6.038
Spin multiplicity: 1

CARTESIAN COORDINATES (ANGSTROEM)
H  -0.529  -2.640  0.931
C  -0.013  0.513  -0.538
H  1.697  -0.537  -1.390
H  -1.389  2.101  0.175
H  -2.350  0.416  0.513
N  -1.906  -0.492  0.605
C  0.648  0.724  0.981
H  0.237  -2.369  -0.648
H  0.357  -0.222  -2.512
H  1.040  -1.837  0.827
H  1.954  1.502  2.593
C  0.061  -1.939  0.338
C  -0.609  1.815  -0.511
H  -2.286  -1.175  1.248
C  -0.588  -0.599  0.253
H  -0.166  2.596  -1.106
C  1.457  0.867  1.897
C  0.930  0.185  -1.676
H  1.455  1.090  -1.981

=====

Which of them is least stable? Easy: model x.

=====

Model w:
The following is a DFT calculation (ωB97M-V/def2-TZVPD) of a single C7H11N molecule.

E_LUMO, eV: 1.027
Frontier orbital gap, eV: 9.453
HOMO, eV: -8.427
Spin multiplicity: 1

CARTESIAN COORDINATES (ANGSTROEM)
N  -0.626  1.719  0.536
H  0.593  1.888  -1.184
H  1.607  -1.625  -0.973
H  -1.219  0.031  2.399
H  -1.292  1.631  -1.484
C  -1.158  -1.607  0.657
C  -0.544  -0.502  1.629
H  2.610  0.135  -0.478
H  1.796  0.164  -2.232
C  -0.961  -1.336  -0.608
H  -0.352  2.556  0.897
C  1.561  -0.318  -1.042
H  -1.353  -1.725  -1.556
H  0.237  -1.055  2.084
H  -1.695  -2.387  0.933
C  -0.022  -0.091  -0.709
C  0.083  0.373  0.858
C  -0.422  1.425  -0.900
H  1.157  0.725  1.172

=====

Model x:
The following is a DFT calculation (ωB97M-V/def2-TZVPD) of a molecular structure, C7H11N.

E_LUMO, eV: 0.514
Frontier orbital gap, eV: 9.710
HOMO, eV: -9.197
Spin multiplicity: 1

CARTESIAN COORDINATES (ANGSTROEM)
H  -1.255  1.555  -0.809
H  1.401  -1.817  0.322
H  -1.078  -1.703  1.203
C  -2.210  -0.686  -0.808
H  -2.657  -0.956  0.254
C  1.527  -0.664  -0.009
C  2.573  -0.166  -0.907
H  -0.780  0.014  2.161
H  -2.967  -0.320  -1.615
C  0.233  -0.063  0.228
C  -0.823  -0.496  -0.818
C  -0.427  2.064  -0.069
H  -0.161  -0.074  -1.659
H  -0.611  3.250  0.257
N  0.435  1.397  0.597
H  3.476  -0.750  -0.739
C  -0.154  -0.647  1.490
H  0.840  -0.972  2.381
H  2.637  1.034  -1.458

=====

Which of them is least stable? Easy: model x.

=====

Model w:
The following is a DFT calculation (ωB97M-V/def2-TZVPD) of a single C7H11N molecule.

E_LUMO, eV: 0.385
Frontier orbital gap, eV: 9.304
HOMO, eV: -8.919
Spin multiplicity: 1

CARTESIAN COORDINATES (ANGSTROEM)
H  -0.052  -1.532  1.478
H  1.295  0.188  2.497
H  -0.231  1.225  -2.946
H  0.928  1.321  1.159
C  -0.683  0.222  -1.163
H  -2.170  2.617  -0.374
C  -0.056  0.360  -2.324
C  0.564  0.479  1.742
H  -1.762  -1.491  -0.034
N  -2.292  1.777  0.194
H  -0.332  0.798  2.271
H  1.213  -1.965  -0.646
H  1.956  -0.346  -0.466
C  0.265  -0.705  0.838
H  0.549  -0.427  -2.751
H  2.221  -1.563  0.747
C  -1.210  -0.562  -0.020
C  -1.676  0.776  -0.254
C  1.475  -1.173  0.053

=====

Model x:
The following is a DFT calculation (ωB97M-V/def2-TZVPD) of a single C7H11N molecule.

E_LUMO, eV: 0.804
Frontier orbital gap, eV: 11.152
HOMO, eV: -10.348
Spin multiplicity: 1

CARTESIAN COORDINATES (ANGSTROEM)
H  -0.997  -1.727  2.121
C  0.683  -0.188  -1.285
H  -1.679  0.447  1.150
H  1.461  2.188  -0.087
H  0.829  -1.893  -2.475
H  1.561  0.285  -1.703
C  -0.273  -1.137  1.562
C  0.921  1.497  0.559
C  -0.998  -0.206  0.602
C  -0.062  0.653  -0.269
C  0.267  -1.376  -1.713
N  -1.556  2.274  -1.647
H  -0.476  -2.021  -1.267
H  0.383  2.068  1.314
H  -1.524  -0.870  -0.170
H  0.332  -0.590  2.280
H  1.645  0.852  1.052
C  -0.893  1.567  -1.039
H  0.376  -1.822  1.015

=====

Model y:
The following is a DFT calculation (ωB97M-V/def2-TZVPD) of 2 unconnected molecules or ions with the total composition C7H11N.

E_LUMO, eV: 0.993
Frontier orbital gap, eV: 10.097
HOMO, eV: -9.104
Spin multiplicity: 1

CARTESIAN COORDINATES (ANGSTROEM)
H  -0.781  1.887  -2.399
C  -0.385  -1.859  -0.471
C  -0.486  -0.475  1.472
H  1.209  0.593  2.018
H  -0.013  3.038  0.416
C  -0.755  2.754  -0.497
H  -0.279  0.791  -1.057
H  -2.099  -1.607  0.869
C  1.579  -0.465  0.193
N  -0.189  1.824  -1.523
H  -1.126  3.658  -1.065
C  -1.109  -1.374  0.656
H  2.566  -0.270  0.015
C  0.981  -1.544  -0.594
H  -0.833  -2.630  -1.076
H  1.491  -2.032  -1.370
H  -1.005  -0.591  2.552
C  0.837  -0.073  1.194
H  -1.788  2.614  0.048

=====

Which of them is least stable? Easy: model w.